No. 1
DFT (wB97M-V/def2-TZVPD) results for a 6-piece molecular cluster, C37H66N2O25PS5 overall at a distorted geometry.

```
136
Properties=species:S:1:pos:R:3:mulliken_charge:R:1
C 2.028 2.007 -1.043 -0.65
C 3.358 2.181 -0.789 -0.50
C 4.366 1.082 -1.152 0.58
O 5.343 1.349 -1.801 -0.55
O 4.081 -0.140 -0.633 0.06
C 4.477 -1.228 -1.495 -0.46
C 4.579 -2.585 -0.718 -0.81
C 4.577 -2.420 0.831 -0.81
C 3.195 -2.668 1.498 -0.90
C 2.015 -1.918 0.839 1.42
C 1.709 -0.529 1.460 -0.06
C 0.772 -0.640 2.671 0.25
C -0.565 -1.006 2.429 0.85
C -1.125 -1.259 1.032 -0.05
C -1.553 -2.739 0.748 -0.47
C -2.621 -2.697 -0.398 -0.45
C -2.049 -3.106 -1.774 -1.32
C -0.857 -2.222 -2.188 0.78
O -0.551 -2.523 -3.546 -0.53
C 0.844 -2.313 -3.787 0.35
C 1.195 -0.798 -3.676 -0.75
C -1.432 -1.107 3.553 0.56
C -2.889 -1.469 3.295 -2.49
C -0.947 -0.841 4.873 1.27
P -2.213 -1.027 6.220 0.50
C -2.792 -2.801 6.089 -1.09
O -1.568 -0.949 7.757 -0.69
C 0.388 -0.463 5.013 0.45
C 0.920 -0.127 6.408 -1.45
N 1.227 -0.383 3.936 0.38
N 2.571 -0.009 4.029 0.11
C 3.449 -0.931 4.769 -1.26
C 2.787 1.395 4.255 0.50
C 3.989 1.995 3.507 -0.96
O 2.094 2.112 4.924 -0.45
H 1.322 2.080 -0.207 0.27
H 1.727 1.771 -2.070 0.42
H 3.777 3.078 -0.314 0.44
H 3.670 -1.360 -2.233 -0.04
H 5.443 -1.073 -1.986 0.50
H 3.716 -3.227 -0.959 0.14
H 5.504 -3.117 -0.977 0.60
H 5.242 -3.209 1.227 0.58
H 5.001 -1.469 1.182 0.31
H 2.970 -3.742 1.589 0.44
H 3.273 -2.288 2.534 -0.23
H 1.124 -2.552 0.971 -0.16
H 2.119 -1.780 -0.247 -0.43
H 1.136 0.051 0.720 -0.55
H 2.606 0.058 1.675 0.10
H -2.005 -0.604 0.935 -0.34
H -0.438 -0.967 0.232 -0.34
H -1.901 -3.286 1.629 0.73
H -0.666 -3.239 0.324 0.34
H -3.035 -1.686 -0.507 0.03
H -3.463 -3.338 -0.090 0.27
H -2.834 -2.912 -2.526 0.43
H -1.832 -4.183 -1.822 0.23
H -1.160 -1.160 -2.156 0.14
H -0.005 -2.433 -1.514 -0.27
H 1.409 -2.927 -3.059 0.28
H 1.066 -2.659 -4.807 -0.09
H 1.878 -0.556 -4.506 0.43
H 1.669 -0.546 -2.715 -0.33
H 0.276 -0.203 -3.779 0.52
H -2.954 -2.570 3.327 0.45
H -3.542 -1.096 4.098 0.58
H -3.269 -1.076 2.346 0.08
H -2.916 -3.233 7.092 0.49
H -3.780 -2.805 5.608 0.35
H -2.121 -3.407 5.458 0.34
H -1.259 -1.839 7.992 0.35
H 0.217 0.512 6.947 0.00
H 0.973 -1.094 6.942 0.36
H 1.935 0.267 6.391 0.28
H 3.868 -0.407 5.644 0.45
H 4.259 -1.370 4.171 0.33
H 2.865 -1.768 5.180 0.42
H 3.786 1.810 2.436 0.05
H 4.109 3.056 3.725 0.39
H 4.877 1.386 3.744 0.31
C 1.320 -5.207 -8.003 -0.31
C 2.365 -6.117 -7.394 -0.33
O 3.541 -5.304 -7.298 -0.32
S 3.114 -3.781 -7.028 1.11
O 3.205 -3.530 -5.634 -0.47
O 3.748 -2.958 -7.990 -0.57
O 1.561 -3.925 -7.409 -0.32
H 1.454 -5.113 -9.083 0.28
H 0.307 -5.539 -7.792 0.31
H 2.558 -6.998 -8.001 0.32
H 2.083 -6.427 -6.385 0.27
C -2.684 2.903 1.868 0.05
C -2.856 3.766 0.633 -0.51
O -3.374 2.879 -0.365 0.11
S -4.292 1.779 0.337 0.77
O -5.649 2.171 0.240 -0.57
O -3.845 0.494 -0.086 -0.47
O -3.809 2.023 1.860 -0.31
H -1.775 2.298 1.803 -0.19
H -2.666 3.487 2.786 0.44
H -1.919 4.207 0.301 0.41
H -3.591 4.557 0.797 0.32
C -5.008 4.225 -5.436 -0.27
C -4.662 2.766 -5.223 -0.45
O -3.432 2.785 -4.489 -0.16
S -3.412 4.068 -3.531 0.95
O -3.816 3.669 -2.220 -0.53
O -2.202 4.778 -3.752 -0.57
O -4.626 4.869 -4.214 -0.33
H -4.424 4.658 -6.248 0.23
H -6.067 4.377 -5.630 0.34
H -4.537 2.222 -6.157 0.32
H -5.417 2.267 -4.610 0.33
C 1.133 3.559 -7.083 -0.28
C 0.387 3.535 -8.400 -0.41
O -0.928 3.083 -8.061 -0.33
S -1.306 3.601 -6.583 1.19
O -2.086 4.780 -6.710 -0.62
O -1.736 2.490 -5.814 -0.48
O 0.174 4.021 -6.124 -0.29
H 1.455 2.557 -6.790 0.21
H 1.994 4.223 -7.107 0.33
H 0.844 2.870 -9.128 0.33
H 0.302 4.538 -8.827 0.30
C -1.318 2.835 8.683 -0.20
C -2.166 2.074 7.685 0.11
O -3.428 2.741 7.696 -0.37
S -3.201 4.309 7.983 1.13
O -3.197 5.000 6.744 -0.54
O -4.032 4.691 9.062 -0.53
O -1.680 4.206 8.502 -0.34
H -1.560 2.549 9.709 0.33
H -0.252 2.699 8.513 0.27
H -2.283 1.027 7.950 0.19
H -1.751 2.150 6.673 0.10
```

Results
LUMO energy	-0.1219	Ha
DFT total energy	-157056.47309	eV
charge	+1
gap between HOMO and LUMO	7.632	eV



No. 2
DFT (wB97M-V/def2-TZVPD) results for C27H38BCl12N4O2 as an isolated structure at a distorted geometry.

```
84
Properties=species:S:1:pos:R:3:mulliken_charge:R:1
C -0.125 1.945 1.045 -0.71
C -0.089 0.693 1.711 -0.16
C -1.214 -0.469 1.534 -0.32
N -0.639 -1.714 0.955 0.51
C 0.599 -2.233 1.490 0.09
N 1.217 -2.014 2.663 -0.27
N 1.053 -3.159 0.462 0.29
C 2.508 -3.244 0.181 -1.38
C 3.185 -1.888 -0.320 0.89
C 2.457 -0.566 -0.658 0.67
C 3.196 0.717 -1.190 -0.49
C 4.780 0.736 -1.366 -0.57
C 5.509 -0.597 -0.976 0.46
C 7.121 -0.660 -1.076 -1.07
C 4.751 -1.884 -0.489 -0.89
C 0.099 -3.227 -0.678 -0.94
C -1.124 -2.194 -0.362 0.48
C -2.539 -3.018 -0.427 -0.56
C -3.412 -2.908 0.918 -0.80
C -4.552 -1.763 0.871 -0.16
C -5.732 -2.105 -0.201 -0.64
N -6.926 -1.230 -0.040 0.27
C -8.173 -1.950 0.196 -0.19
C -9.286 -0.882 0.311 -0.48
C -8.592 0.524 0.131 -0.50
C -7.063 0.215 -0.071 -0.23
B -1.306 -1.161 -1.606 0.79
O -2.367 -0.152 -1.547 -0.67
O -0.520 -1.158 -2.823 -0.30
C -1.104 -2.055 -3.824 -0.64
H -1.094 2.448 0.725 0.30
H 0.875 2.479 0.887 0.18
H 0.768 0.515 2.454 0.28
H -2.160 -0.088 1.022 -0.04
H -1.532 -0.727 2.621 0.38
H 0.668 -1.852 3.529 0.32
H 2.236 -2.076 2.765 0.20
H 2.700 -4.036 -0.631 0.47
H 3.094 -3.574 1.123 0.37
H 1.330 -0.476 -0.529 -0.10
H 2.592 1.663 -1.459 0.17
H 5.289 1.676 -1.756 0.17
H 7.408 -0.689 -2.180 0.32
H 7.572 0.279 -0.572 0.28
H 7.471 -1.630 -0.568 0.32
H 5.341 -2.825 -0.229 0.24
H 0.534 -3.235 -1.737 0.29
H -0.282 -4.320 -0.593 0.31
H -2.401 -4.123 -0.676 0.41
H -3.190 -2.575 -1.279 0.05
H -2.779 -2.843 1.883 0.30
H -3.989 -3.910 1.018 0.44
H -4.159 -0.731 0.568 -0.01
H -4.967 -1.648 1.943 0.29
H -5.275 -1.846 -1.232 0.13
H -6.056 -3.194 -0.110 0.29
H -8.208 -3.089 0.261 0.23
H -10.386 -1.099 0.512 0.32
H -9.117 1.538 0.162 0.32
H -6.217 0.956 -0.243 0.29
H -1.895 0.665 -1.862 0.26
H -1.355 -1.418 -4.756 0.24
H -2.075 -2.500 -3.414 0.24
H -0.396 -2.878 -4.176 0.24
C 2.452 3.460 -4.566 -0.13
Cl 3.780 3.605 -3.405 -0.09
Cl 1.042 2.702 -3.807 -0.05
Cl 2.025 5.045 -5.222 -0.08
H 2.781 2.826 -5.387 0.37
C 5.301 2.299 2.223 -0.10
Cl 4.682 1.398 3.616 -0.09
Cl 6.864 3.039 2.605 -0.14
Cl 5.439 1.237 0.806 0.06
H 4.595 3.094 1.988 0.25
C 0.197 8.239 -3.004 -0.02
Cl 1.630 9.276 -3.015 -0.11
Cl 0.665 6.532 -2.952 -0.05
Cl -0.850 8.639 -1.634 -0.12
H -0.360 8.413 -3.923 0.29
C 3.472 2.548 7.574 0.01
Cl 2.837 3.781 6.475 -0.11
Cl 3.433 0.952 6.807 -0.12
Cl 5.117 2.954 8.081 -0.11
H 2.838 2.518 8.458 0.33
```

Results
LUMO energy	-0.1055	Ha
DFT total energy	-189599.58842	eV
charge	+1
gap between HOMO and LUMO	6.691	eV



No. 3
DFT (wB97M-V/def2-TZVPD) results for one molecule with the formula C4H10N2O at a distorted geometry.

```
17
Properties=species:S:1:pos:R:3:mulliken_charge:R:1
C -0.281 0.293 0.883 0.48
C -0.235 0.654 -0.936 -0.84
N 0.936 0.766 1.435 -0.45
N -1.389 1.076 1.336 -0.59
C 0.745 -0.260 -1.446 0.08
C 0.497 -1.594 -1.591 -0.98
O -0.438 -1.040 1.002 -0.58
H -0.009 -1.537 0.153 0.41
H 1.447 0.113 2.012 0.20
H -2.257 0.723 0.953 0.25
H 1.107 1.747 1.266 0.19
H -1.436 1.043 2.350 0.25
H -1.259 0.426 -1.224 0.35
H 0.003 1.710 -1.007 0.37
H 1.779 0.055 -1.342 0.24
H 1.279 -2.256 -1.938 0.29
H -0.488 -1.918 -1.905 0.35
```

Results
LUMO energy	0.0344	Ha
DFT total energy	-9336.27029	eV
charge	0
gap between HOMO and LUMO	9.323	eV
SMILES string	C=CCC(N)(N)O



No. 4
DFT (wB97M-V/def2-TZVPD) results for one molecule with the formula H2NO2P at a distorted geometry.

```
6
Properties=species:S:1:pos:R:3:mulliken_charge:R:1
N -0.775 -0.062 0.045 0.75
O -1.366 -1.161 -0.362 -0.49
O -1.171 1.046 -0.184 -0.46
P 0.831 -0.354 0.604 0.02
H 1.413 -0.478 -0.586 0.09
H 1.068 1.009 0.482 0.09
```

Results
LUMO energy	-0.0260	Ha
DFT total energy	-14902.14229	eV
charge	0
gap between HOMO and LUMO	10.210	eV
SMILES string	O=[N+]([O-])P